Molecular formula: C8H28ClNO8
Method: DFT, ωB97M-V/def2-TZVPD

```
46
Properties=species:S:1:pos:R:3:forces:R:3:mulliken_charge:R:1
N 1.8219 1.7398 -3.8081 -1.2351 -0.1332 -0.1461 -0.503
H 1.6744 1.3076 -2.9072 0.3377 -0.7513 1.1242 0.319
H 2.7418 2.1407 -3.9225 0.2120 0.2302 0.0290 0.366
H 1.0543 2.3952 -3.8435 0.0019 1.1065 -0.0136 0.379
H 1.5743 1.0909 -4.5415 0.4462 -0.6884 -0.2980 0.371
Cl 0.4519 0.5608 0.3710 0.3074 0.1278 -0.6592 -0.924
C 3.9948 -3.7426 -2.3291 0.4180 -1.1886 -0.6741 -0.354
C 2.8024 -4.1969 -1.5360 -0.5050 -0.5899 0.6972 -0.332
O 2.7617 -3.5388 -0.2791 0.2145 -0.0888 -0.1181 -0.512
O 3.9873 -2.3876 -2.5975 -0.2410 1.9639 0.0615 -0.528
H 4.0659 -4.2013 -3.3153 -0.1738 -0.5273 0.1031 0.289
H 4.9277 -3.9308 -1.7977 -0.0600 -0.6670 0.2297 0.257
H 2.8238 -5.2666 -1.3272 0.5448 -0.0998 0.0995 0.321
H 1.8319 -4.1098 -2.0245 0.0590 0.5784 -0.5384 0.229
H 2.5039 -2.6292 -0.4455 -0.2797 0.2526 0.2071 0.308
H 4.3171 -1.9895 -1.7886 -0.0831 0.5010 -0.0262 0.317
C -3.3464 -2.8295 -0.4567 0.7567 0.1242 0.5190 -0.248
C -3.1404 -2.6060 -1.9551 0.3991 -1.3412 0.2215 -0.416
O -4.1439 -1.8095 -2.4627 -0.7608 1.3233 -0.4627 -0.544
O -4.6163 -3.4380 -0.2971 -0.6875 -0.2037 -0.3075 -0.539
H -3.2988 -1.9160 0.1361 -0.0327 0.4167 -0.4019 0.262
H -2.6062 -3.4730 0.0189 0.3667 -0.2056 -0.4414 0.251
H -3.2521 -3.5582 -2.4736 0.2679 -0.6838 0.2868 0.264
H -2.1651 -2.2519 -2.2891 -0.0001 0.4442 0.6112 0.325
H -4.9494 -2.2385 -2.1646 -0.3805 0.1206 0.0031 0.337
H -5.0406 -3.1297 0.5070 0.1196 0.0395 -0.0266 0.308
C 5.1220 2.9275 3.0258 -0.8362 -0.9433 1.2624 -0.284
C 4.6189 1.5699 3.6422 -0.9152 0.6812 -0.4033 -0.386
O 3.2264 1.5551 4.0260 0.9381 0.5136 0.0638 -0.501
O 5.2528 3.8928 4.0508 -0.1225 0.5032 0.1260 -0.499
H 4.3356 3.3088 2.3745 0.3016 -0.0206 -0.3204 0.250
H 6.0976 2.8237 2.5508 -0.1278 -0.3307 -0.5085 0.258
H 5.1588 1.4341 4.5793 0.1623 -0.3343 -0.1030 0.284
H 4.7408 0.7327 2.9549 0.6009 -0.0302 -0.0335 0.279
H 2.6874 1.4501 3.2386 -0.1355 -0.0475 -0.2170 0.304
H 5.8906 3.5731 4.6931 0.0343 -0.0263 0.0669 0.292
C -4.9260 2.6035 1.5216 0.9866 -1.2663 -0.5136 -0.222
C -6.2999 3.2156 1.3647 0.2980 0.2125 0.2767 -0.489
O -6.2004 4.6128 1.5301 -0.4688 0.5109 -0.0155 -0.527
O -4.1286 2.7524 0.3475 -0.6232 0.3720 -0.9873 -0.537
H -5.0254 1.5364 1.7207 -0.2024 -0.2570 0.1470 0.260
H -4.2642 3.0128 2.2849 -0.9993 0.3694 0.7839 0.286
H -7.0049 2.7985 2.0838 0.2964 0.2278 0.5643 0.320
H -6.8213 3.0097 0.4300 0.6008 -0.3747 -0.4689 0.293
H -5.9200 4.9502 0.6763 0.1281 0.2339 0.0515 0.316
H -3.3160 2.2486 0.4335 0.0716 -0.0538 0.1493 0.299
```
Positions in Å, forces in eV/Å.

Output
HOMO ... -7.463 eV
Calculated total energy ... -1438.294676 Ha
Frontier orbital gap ... 5.74 eV
ΔE to the lowest compared entry with this formula, charge and spin ... 3.164 eV


Molecular formula: C5H8O
Method: DFT, ωB97M-V/def2-TZVPD

```
14
Properties=species:S:1:pos:R:3:forces:R:3:mulliken_charge:R:1
O 0.1689 2.3360 0.9144 -0.0975 -0.1692 0.1781 -0.332
C -0.2353 1.1036 0.6127 0.1824 0.2534 -0.2008 -0.194
C 0.1645 0.7434 -0.8416 -0.0646 -0.0068 -0.0416 -0.745
C -0.0026 -0.7052 -0.4908 -0.1943 0.0260 0.0681 0.703
C 0.8588 -0.7940 0.7097 0.0937 -0.1100 0.2221 -1.108
C -1.3073 -1.1519 -0.4715 0.0591 -0.0698 -0.0398 -0.880
H -0.1307 2.4987 1.8216 0.1454 0.0993 -0.1627 0.415
H 1.1966 1.0369 -1.0938 -0.1486 -0.0255 0.1141 0.275
H -0.5135 1.1329 -1.6103 0.0407 -0.0713 0.1677 0.375
H 0.9053 -1.5034 -0.6419 -0.0985 0.0037 -0.1534 0.294
H 0.6810 -1.5760 1.4458 0.0029 0.1416 -0.0558 0.331
H 1.8823 -0.4321 0.6161 -0.1696 -0.0135 0.0144 0.352
H -2.0300 -0.7538 -1.1756 0.1499 -0.0486 0.0921 0.252
H -1.6379 -1.9352 0.2052 0.0990 -0.0092 -0.2026 0.263
```
Positions in Å, forces in eV/Å.

Output
HOMO (alpha / beta) ... -7.400 / -7.402 eV
Calculated total energy ... -270.293883 Ha
Frontier orbital gap (alpha / beta) ... 7.83 / 7.84 eV
ΔE to the lowest compared entry with this formula, charge and spin ... 7.184 eV


Molecular formula: C24H26AsMnN3O2S
Method: DFT, ωB97M-V/def2-TZVPD

```
58
Properties=species:S:1:pos:R:3:forces:R:3:mulliken_charge:R:1
Mn -0.9196 1.1051 3.2603 0.5727 -0.0504 -0.5739 0.559
C -1.2974 2.2308 5.1592 0.0661 -0.0788 0.2084 -0.546
C 0.0232 1.6991 5.2660 -0.0989 -0.0970 0.3512 -0.272
C -0.0759 0.3063 5.2115 -0.0241 0.0949 0.2884 -0.277
C -1.4721 -0.0386 5.1136 -0.1171 0.0703 0.4654 -0.684
C -2.2205 1.1474 5.1275 -0.0236 -0.1441 0.3254 -0.545
H -1.5594 3.2760 5.2329 0.0175 -0.0253 -0.2703 0.519
H 0.9314 2.2695 5.3775 -0.0187 0.0124 -0.1555 0.484
H 0.7434 -0.3896 5.3188 -0.0488 0.0195 -0.2362 0.448
H -1.8805 -1.0369 5.1825 0.0519 0.0190 -0.2650 0.558
H -3.2973 1.2234 5.1571 0.0697 0.0277 -0.2033 0.546
C 3.2855 -2.4001 -3.6897 0.0806 0.0093 0.0146 -0.572
O 2.0697 -3.0912 -3.8972 -0.0150 -0.0392 0.0120 -0.449
C 0.9143 -2.4131 -3.7286 -0.1442 -0.0040 -0.0370 0.795
C -0.2525 -3.1137 -4.0551 0.1656 0.1239 0.0720 -0.740
C -1.4743 -2.4934 -3.9516 0.0981 0.0800 0.1278 -0.076
C -1.5716 -1.1859 -3.4671 0.0438 -0.4464 0.2851 -0.676
C -0.4110 -0.4901 -3.1531 -0.2842 0.1415 -0.0843 -0.397
C 0.8290 -1.0900 -3.2938 0.1187 -0.1882 -0.0529 -0.206
N -2.8844 -0.6390 -3.5021 0.6075 0.0124 -1.0355 -0.401
N -3.2651 0.2968 -2.8087 -1.1260 -0.0887 0.8785 -0.499
C -2.7064 0.7168 -1.5757 0.4955 0.4519 0.1769 -0.243
C -2.7944 2.0751 -1.3450 0.2012 -0.2814 -0.0541 -0.166
C -2.3481 2.6839 -0.1644 0.2286 -0.2918 0.3529 -0.915
C -1.8303 1.9014 0.8472 -0.2467 -0.0771 -0.2033 1.698
O -1.4086 2.3661 2.0187 -0.1920 0.4884 -0.1195 -1.007
C -1.8134 0.4852 0.6684 -0.1302 0.3627 0.0181 0.137
N -1.3996 -0.2193 1.7626 -0.0548 -0.4791 0.1197 -0.373
C -1.4287 -1.5404 1.7320 0.0192 0.2202 0.0487 -0.352
C -1.9146 -2.2427 0.6248 -0.0270 0.0505 -0.0975 -1.110
C -2.3437 -1.5489 -0.4785 0.1404 0.1174 0.0664 -0.636
C -2.2613 -0.1366 -0.5097 -0.2610 -0.0269 -0.3211 0.867
H 4.0778 -3.1177 -3.8877 -0.0304 0.0450 0.0132 0.281
H 3.3676 -2.0480 -2.6556 0.0070 -0.0337 -0.0704 0.078
H 3.3807 -1.5551 -4.3770 0.0056 -0.0060 0.0278 0.340
H -0.1623 -4.1238 -4.4228 0.0140 -0.0923 -0.0294 0.479
H -2.3792 -3.0022 -4.2479 -0.0880 -0.0394 -0.0400 0.505
H -0.4705 0.5492 -2.8606 0.0094 0.0254 0.0429 0.594
H 1.7212 -0.5156 -3.0972 0.0579 0.0313 0.0152 0.435
H -3.2195 2.6807 -2.1313 -0.0530 0.0627 -0.0636 0.486
H -2.4333 3.7499 -0.0245 0.0152 0.1012 0.0122 0.489
H -1.0819 -2.0611 2.6152 0.0042 0.0090 0.0071 0.515
H -1.9697 -3.3208 0.6620 0.0041 -0.0016 -0.0053 0.456
H -2.7632 -2.0873 -1.3112 -0.0309 -0.0415 -0.1627 0.649
C 1.2877 1.8029 -0.6821 -0.0231 0.0215 0.1119 -0.471
As 2.4751 1.0961 0.6597 -0.0655 0.0098 -0.2637 0.622
C 2.9433 -0.6848 0.0960 -0.0153 -0.0120 0.1061 -1.058
C 4.1018 2.1190 0.5935 0.0218 0.0270 0.0992 -1.084
S 1.6832 1.1236 2.6056 0.0032 -0.0804 0.3375 -0.513
H 1.7593 1.7585 -1.6621 0.0326 -0.0050 -0.0241 0.487
H 1.0477 2.8348 -0.4262 0.0064 -0.0501 -0.0055 0.479
H 0.3719 1.2113 -0.6743 0.0772 0.0228 -0.0418 -0.439
H 3.4900 -0.6442 -0.8455 -0.0293 0.0098 0.0135 0.280
H 2.0320 -1.2719 -0.0178 0.0276 0.0275 -0.0369 0.331
H 3.5665 -1.1321 0.8707 -0.0296 0.0306 -0.0583 0.469
H 4.5757 2.0083 -0.3819 -0.0303 0.0060 0.0306 0.385
H 4.7640 1.7495 1.3790 -0.0657 0.0442 -0.1024 0.372
H 3.8687 3.1672 0.7837 0.0098 -0.0956 -0.0155 0.362
```
Positions in Å, forces in eV/Å.

Output
HOMO (alpha / beta) ... -10.067 / -10.122 eV
<S²> ... 6.135
Multiplicity ... 5
Calculated total energy ... -5029.609004 Ha
Frontier orbital gap (alpha / beta) ... 5.81 / 6.52 eV
Charge ... +1
ΔE to the lowest compared entry with this formula, charge and spin ... 0.969 eV